Here is C24H60N4Sr as an isolated structure from OMol25. Energies are from wB97M-V/def2-TZVPD.

Net charge ... +2
HOMO ... -0.5580 Ha
E_LUMO ... -0.1538 hartree
2S+1 ... 1

Last column: Mulliken charge in e.
Geometry (Å):
Sr -4.92 -4.81 -32.06  1.24
C -5.43 -0.45 -34.72  -1.50
C -5.58 -1.59 -33.74  -1.36
N -4.53 -2.61 -33.74  1.51
C -3.25 -1.95 -33.28  -1.05
C -3.32 -2.22 -31.79  -0.14
C -4.20 -3.08 -35.12  -0.43
C -5.47 -3.73 -35.70  -2.17
H -5.22 -0.81 -35.72  0.22
H -4.81 0.29 -34.16  0.39
H -6.34 0.15 -34.75  0.49
H -6.58 -2.00 -33.83  0.42
H -5.66 -1.25 -32.75  0.44
H -3.31 -0.86 -33.43  0.39
H -2.29 -2.39 -33.70  0.45
H -2.70 -1.54 -31.20  0.57
H -3.01 -3.28 -31.64  -0.48
H -4.16 -1.88 -31.25  0.17
H -3.45 -3.85 -35.10  0.01
H -3.80 -2.40 -35.81  0.51
H -6.10 -2.99 -36.10  0.51
H -6.00 -4.46 -35.19  0.39
H -5.11 -4.26 -36.57  0.63
C -1.44 -5.50 -34.23  -1.02
C -1.60 -6.85 -33.41  -1.01
N -3.09 -7.00 -33.17  1.25
C -3.74 -7.77 -34.26  -0.87
C -3.78 -7.08 -35.60  -1.68
C -3.17 -7.85 -32.03  -1.24
C -4.55 -7.84 -31.41  -1.28
H -2.10 -4.69 -33.91  0.00
H -1.54 -5.60 -35.31  0.38
H -0.46 -5.07 -34.15  0.56
H -1.03 -6.80 -32.50  0.55
H -1.14 -7.62 -33.98  0.35
H -4.80 -8.23 -34.08  0.62
H -3.08 -8.58 -34.44  0.45
H -4.13 -6.03 -35.51  0.37
H -4.39 -7.61 -36.35  0.41
H -2.76 -7.08 -36.08  0.31
H -2.48 -7.58 -31.24  0.53
H -2.87 -8.82 -32.13  0.46
H -4.96 -6.94 -31.02  0.01
H -4.49 -8.55 -30.56  0.53
H -5.32 -8.25 -32.00  0.56
C -3.61 -6.65 -27.33  -1.78
C -3.96 -6.54 -28.81  -0.94
N -4.03 -5.21 -29.37  1.78
C -2.66 -4.55 -29.30  -0.84
C -1.62 -5.01 -30.27  -1.49
C -5.11 -4.57 -28.69  -0.76
C -5.34 -3.12 -29.22  -1.18
H -3.48 -7.68 -27.08  0.52
H -4.37 -6.40 -26.65  0.47
H -2.70 -6.13 -26.95  0.27
H -4.90 -7.16 -28.74  0.25
H -3.21 -7.05 -29.43  0.06
H -2.25 -4.77 -28.37  0.44
H -2.73 -3.44 -29.30  0.37
H -1.42 -5.99 -30.19  0.72
H -0.63 -4.58 -30.14  0.41
H -1.82 -5.00 -31.34  0.13
H -4.90 -4.49 -27.64  0.61
H -6.05 -5.27 -28.75  0.33
H -5.52 -3.06 -30.27  -0.14
H -4.47 -2.43 -29.09  0.49
H -6.14 -2.60 -28.76  0.68
C -7.26 -6.33 -33.88  -2.43
C -7.66 -5.09 -33.15  -0.52
N -7.38 -5.02 -31.69  1.68
C -8.13 -3.96 -31.04  -1.21
C -8.13 -2.60 -31.62  -1.77
C -7.76 -6.24 -31.04  -0.45
C -9.15 -6.76 -31.14  -1.54
H -7.96 -7.14 -33.69  0.36
H -6.29 -6.77 -33.65  0.71
H -7.34 -6.17 -34.92  0.69
H -8.71 -4.96 -33.32  0.59
H -7.22 -4.29 -33.58  0.39
H -7.80 -3.92 -29.99  0.53
H -9.09 -4.28 -31.26  0.62
H -8.90 -2.07 -31.10  0.52
H -8.29 -2.65 -32.66  0.48
H -7.31 -1.96 -31.42  0.25
H -7.64 -6.08 -29.91  0.08
H -7.08 -6.96 -31.42  0.12
H -9.91 -6.00 -30.84  0.32
H -9.29 -7.63 -30.46  0.42
H -9.42 -7.00 -32.14  0.34


Here is a 2-piece molecular cluster, C4H8N2O2 overall from OMol25. Energies are from wB97M-V/def2-TZVPD.

Net charge ... 0
HOMO ... -0.2643 Ha
E_LUMO ... 0.0268 hartree
2S+1 ... 1

Last column: natural (NBO) charge in e.
Geometry (Å):
C 3.40 -0.07 -0.19  1.04
C -0.11 -0.76 0.94  -0.53
C -0.28 -0.69 -0.50  -0.16
C 0.43 0.44 0.16  -0.23
N -1.73 -0.45 -0.84  -0.89
N -0.83 1.50 0.40  -0.77
O 3.10 -1.11 -0.50  -0.53
O 3.68 0.99 0.15  -0.52
H -0.93 -0.70 1.71  0.20
H 0.50 -1.56 1.29  0.22
H 0.27 -1.39 -1.29  0.20
H -1.90 0.06 -1.73  0.36
H -2.20 -1.35 -0.85  0.39
H -0.79 2.50 0.18  0.39
H -1.16 1.55 1.31  0.39
H -1.46 1.03 -0.26  0.43


Here is one molecule with the formula C4H6N2O from OMol25. Energies are from wB97M-V/def2-TZVPD.

Net charge ... 0
HOMO ... -0.3321 Ha
E_LUMO ... 0.0273 hartree
2S+1 ... 1
SMILES ... [H]/N=C/C(=C)/N=C/O

Last column: natural (NBO) charge in e.
Geometry (Å):
H 1.41 2.57 0.14  0.35
N 1.18 1.58 0.06  -0.62
C -0.06 1.41 -0.15  0.10
C -0.65 0.05 -0.27  0.07
C -1.98 -0.09 -0.25  -0.38
N 0.22 -1.04 -0.41  -0.54
C 1.09 -1.22 0.50  0.46
O 2.01 -2.19 0.41  -0.66
H -0.79 2.23 -0.25  0.16
H -2.43 -1.08 -0.30  0.21
H -2.64 0.76 -0.15  0.20
H 1.19 -0.65 1.42  0.17
H 1.86 -2.62 -0.45  0.49


Here is a 2-piece molecular cluster, ClFH2Si overall from OMol25. Energies are from wB97M-V/def2-TZVPD.

Net charge ... 0
HOMO ... -0.3571 Ha
E_LUMO ... -0.0701 hartree
2S+1 ... 1

Last column: natural (NBO) charge in e.
Geometry (Å):
F -0.77 1.50 -0.12  -0.65
Si -0.42 -0.04 -0.12  1.64
Cl 2.63 -0.72 0.18  -0.64
H -0.95 -0.62 -1.27  -0.19
H -0.50 -0.12 1.33  -0.16


Here is one molecule with the formula C24H29N3O5S from OMol25. Energies are from wB97M-V/def2-TZVPD.

Net charge ... 0
HOMO ... -0.3045 Ha
E_LUMO ... 0.0160 hartree
2S+1 ... 1
SMILES ... O=C(NCc1ccc2c(c1)OCO2)C1CCN(c2ccc(S(=O)(=O)N3CCCC3)cc2)CC1

Last column: natural (NBO) charge in e.
Geometry (Å):
O 3.76 2.28 1.19  -0.64
C 2.99 2.21 0.25  0.69
N 3.16 1.31 -0.75  -0.61
C 4.19 0.29 -0.71  -0.25
C 3.59 -1.08 -0.58  -0.03
C 3.67 -2.00 -1.61  -0.21
C 3.10 -3.27 -1.52  -0.26
C 2.44 -3.58 -0.36  0.22
C 2.34 -2.65 0.69  0.30
C 2.90 -1.40 0.60  -0.28
O 1.63 -3.21 1.71  -0.49
C 1.31 -4.52 1.30  0.24
O 1.79 -4.73 -0.01  -0.48
C 1.79 3.14 0.14  -0.31
C 0.97 3.07 -1.14  -0.42
C -0.25 4.00 -1.01  -0.21
N -1.08 3.62 0.11  -0.44
C -1.94 2.55 -0.01  0.29
C -2.68 2.09 1.10  -0.29
C -3.50 0.99 1.01  -0.17
C -3.62 0.31 -0.19  -0.42
S -4.49 -1.25 -0.25  2.33
O -5.42 -1.30 0.84  -0.94
O -4.98 -1.46 -1.58  -0.94
N -3.35 -2.44 0.04  -0.65
C -2.33 -2.61 -0.98  -0.24
C -1.09 -1.86 -0.47  -0.44
C -1.33 -1.66 1.03  -0.44
C -2.67 -2.37 1.31  -0.24
C -2.99 0.79 -1.32  -0.10
C -2.16 1.89 -1.24  -0.34
C -0.33 3.79 1.34  -0.21
C 0.89 2.86 1.35  -0.41
H 2.49 1.24 -1.49  0.40
H 4.81 0.52 0.16  0.25
H 4.80 0.35 -1.62  0.20
H 4.21 -1.74 -2.51  0.21
H 3.18 -3.98 -2.33  0.23
H 2.83 -0.70 1.41  0.24
H 1.77 -5.25 1.98  0.16
H 0.21 -4.65 1.31  0.16
H 2.19 4.16 0.25  0.22
H 0.59 2.05 -1.30  0.20
H 1.57 3.36 -2.01  0.22
H 0.10 5.03 -0.83  0.20
H -0.84 4.02 -1.93  0.21
H -2.62 2.61 2.04  0.22
H -4.05 0.64 1.86  0.24
H -2.72 -2.25 -1.92  0.23
H -2.13 -3.68 -1.07  0.20
H -0.18 -2.44 -0.67  0.21
H -0.98 -0.90 -0.98  0.21
H -0.53 -2.07 1.64  0.22
H -1.41 -0.60 1.27  0.21
H -3.31 -1.85 2.02  0.23
H -2.50 -3.39 1.66  0.20
H -3.15 0.29 -2.26  0.23
H -1.69 2.23 -2.14  0.22
H 0.00 4.83 1.39  0.20
H -0.95 3.60 2.21  0.21
H 0.54 1.82 1.31  0.20
H 1.46 2.99 2.27  0.24


Here is an isolated ion of composition C3H5O4 and charge +1 from OMol25. Energies are from wB97M-V/def2-TZVPD.

Net charge ... +1
HOMO (alpha / beta) ... -0.5395 / -0.5815 Ha
E_LUMO (alpha / beta) ... -0.3423 / -0.2038 hartree
2S+1 ... 1

Last column: natural (NBO) charge in e.
Geometry (Å):
C 1.93 -0.90 -0.42  -0.11
C 0.81 -0.41 0.30  -0.04
C 0.41 1.02 0.23  -0.19
O -3.80 -0.69 0.18  0.00
O -0.90 1.11 0.39  -0.16
O -2.97 0.06 -0.24  0.18
O -1.69 -0.15 0.21  -0.02
H 2.19 -1.98 -0.56  0.25
H 2.28 -0.23 -1.23  0.22
H 0.13 -1.04 0.87  0.26
H 0.78 1.47 -0.69  0.27
H 0.85 1.73 0.96  0.33


For each record above, in turn, the calculated energy relative to the best compared isomer or geometry (same formula, charge and spin) values are 0.00 485.56 171.63 342.62 196.71 633.99 kJ/mol.
For each record above, in turn, the calculated F_max values are 4.06 3.89 0.45 3.85 1.23 6.11 eV/A.